The following is a DFT calculation (ωB97M-V/def2-TZVPD) of a molecular structure, C35H52OP3SbTl.

CARTESIAN COORDINATES (ANGSTROEM)
Tl1 0.2677 -0.4221 -0.2230
P1 0.6743 -2.6422 -1.8246
P2 3.0674 -0.1411 0.4674
P3 -2.1314 0.3884 -1.4015
H1 2.0654 2.7732 -1.5004
C1 1.0226 2.9901 -1.2428
C2 0.6827 3.4125 -0.0160
H2 1.4428 3.6209 0.7473
C3 1.3067 -2.2113 -3.4873
C4 1.8864 -3.9064 -1.3081
C5 -0.7737 -3.6672 -2.2544
C6 3.7578 1.3752 1.2167
C7 3.6629 -1.4537 1.6054
C8 4.1583 -0.3751 -0.9831
C9 -2.8150 2.0386 -1.0343
C10 -3.5204 -0.7367 -1.0112
C11 -2.1124 0.3457 -3.2319
H3 0.2901 2.8836 -2.0467
H4 -0.3547 3.5960 0.2787
H5 1.4705 -3.1477 -4.0400
H6 2.2569 -1.6699 -3.3958
H7 0.5890 -1.5868 -4.0345
H8 1.8207 -4.7584 -2.0006
H9 1.6519 -4.2456 -0.2899
H10 2.9034 -3.4922 -1.3218
H11 -0.4235 -4.5831 -2.7527
H12 -1.4443 -3.1123 -2.9241
H13 -1.3201 -3.9357 -1.3397
H14 4.8578 1.3595 1.1669
H15 3.4485 1.4438 2.2697
H16 3.3827 2.2599 0.6782
H17 4.7620 -1.4914 1.6034
H18 3.2692 -2.4244 1.2673
H19 3.3151 -1.2656 2.6325
H20 5.1997 -0.1937 -0.6826
H21 3.8769 0.3441 -1.7665
H22 4.0628 -1.3958 -1.3811
H23 -3.7285 2.2139 -1.6215
H24 -2.0687 2.8127 -1.2661
H25 -3.0590 2.0962 0.0355
H26 -4.4296 -0.4122 -1.5359
H27 -3.7114 -0.7383 0.0708
H28 -3.2640 -1.7576 -1.3289
H29 -3.0662 0.7356 -3.6139
H30 -1.9710 -0.6815 -3.5961
H31 -1.2916 0.9704 -3.6104
C12 -0.6036 -0.0132 -7.3260
C13 0.0016 0.2133 -8.5864
C14 0.1541 1.5329 -9.0247
C15 -0.3230 2.6011 -8.2505
C16 -1.0317 2.3496 -7.0686
C17 -1.2274 1.0345 -6.6387
O1 -0.5050 -1.2068 -6.6503
H32 -0.0388 -1.8502 -7.2139
H33 0.3697 -0.6265 -9.1826
H34 0.6560 1.7323 -9.9771
H35 -0.1597 3.6292 -8.5717
H36 -1.4415 3.1667 -6.4697
H37 -1.8076 0.8024 -5.7433
C18 -1.6567 4.4024 5.4487
C19 -0.5523 4.4244 4.5891
C20 -0.2112 3.2766 3.8510
C21 -0.9589 2.1036 3.9969
C22 -2.0704 2.0818 4.8449
C23 -2.4323 3.2405 5.5510
Sb1 -0.2506 0.2609 3.0147
C24 1.2079 -0.3391 4.5540
C25 2.2244 0.5789 4.8501
C26 3.2303 0.2432 5.7670
C27 3.2053 -0.9942 6.4203
C28 2.1766 -1.9004 6.1367
C29 1.1717 -1.5715 5.2125
C30 -1.8978 -1.1924 3.0642
C31 -1.6257 -2.5619 2.9930
C32 -2.6831 -3.4837 2.9263
C33 -4.0062 -3.0320 2.8955
C34 -4.2751 -1.6590 2.9332
C35 -3.2188 -0.7368 3.0001
H38 -1.9130 5.2862 6.0351
H39 0.0494 5.3318 4.4978
H40 0.6472 3.3143 3.1764
H41 -2.6534 1.1675 4.9749
H42 -3.3179 3.2253 6.1901
H43 2.2417 1.5722 4.3940
H44 4.0254 0.9632 5.9787
H45 3.9728 -1.2403 7.1538
H46 2.1488 -2.8649 6.6471
H47 0.3614 -2.2787 5.0281
H48 -0.5975 -2.9272 2.9788
H49 -2.4709 -4.5544 2.8885
H50 -4.8300 -3.7476 2.8384
H51 -5.3074 -1.2977 2.9065
H52 -3.4437 0.3312 2.9937

For the HOMO-LUMO gap (alpha / beta), the calculation gives 3.0 / 3.0 eV. Its HOMO energy (alpha / beta) is -13.88 / -13.88 eV. The total charge is +3.

Atomic partial charges in e from the Löwdin method, atoms 1 to 2: 0.463 0.719



The following is a DFT calculation (ωB97M-V/def2-TZVPD) of a molecular structure, C35H52P3SSbTc.

CARTESIAN COORDINATES (ANGSTROEM)
Tc1 0.4767 -0.8783 -0.2509
P1 0.7218 -1.9808 1.7188
P2 2.2578 0.7040 0.4642
P3 -1.1695 -2.3866 -0.8178
H1 1.8682 -1.5751 -4.9714
C1 1.4352 -1.3242 -3.9723
C2 0.5859 -0.1047 -4.1944
H2 0.0370 -0.1370 -5.1540
C3 2.1632 -3.1289 1.6026
C4 1.0606 -1.1810 3.3565
C5 -0.5555 -3.1419 2.4267
C6 2.4024 2.1771 -0.6021
C7 2.6178 1.5477 2.0623
C8 3.8815 -0.1076 0.1763
C9 -1.7726 -2.0833 -2.5238
C10 -2.8742 -2.6407 -0.1248
C11 -0.4052 -4.0552 -1.0410
H3 0.9238 -2.2376 -3.6432
H4 -0.0472 0.1943 -3.3559
H5 2.2871 -3.6819 2.5388
H6 3.0721 -2.5537 1.3953
H7 2.0047 -3.8376 0.7824
H8 0.8380 -1.8782 4.1787
H9 0.4251 -0.2975 3.4951
H10 2.1152 -0.8962 3.4404
H11 -0.1381 -3.6331 3.3204
H12 -0.8554 -3.9227 1.7196
H13 -1.4474 -2.5822 2.7410
H14 3.4514 2.4982 -0.5897
H15 1.7744 2.9893 -0.2270
H16 2.1276 1.9395 -1.6360
H17 3.7060 1.7053 2.1209
H18 2.2992 0.9675 2.9316
H19 2.1282 2.5276 2.0793
H20 4.5883 0.6699 -0.1336
H21 3.8056 -0.8586 -0.6207
H22 4.2290 -0.5663 1.1101
H23 -2.2918 -2.9928 -2.8599
H24 -0.9551 -1.8273 -3.2082
H25 -2.4920 -1.2572 -2.4993
H26 -3.4243 -3.3386 -0.7767
H27 -3.4035 -1.6761 -0.1332
H28 -2.8705 -3.0461 0.8940
H29 -0.9848 -4.6147 -1.7912
H30 -0.3660 -4.6367 -0.1101
H31 0.6243 -3.9295 -1.4151
C12 3.0168 0.4154 -3.4999
C13 2.5236 -0.8986 -2.9746
C14 3.6135 -1.9049 -2.8519
C15 4.9153 -1.5530 -3.0281
C16 5.2896 -0.2147 -3.2689
C17 4.3379 0.7803 -3.5054
S1 1.8451 1.3102 -4.5335
H32 2.3316 0.8088 -5.6834
H33 2.0107 -0.7309 -1.9262
H34 3.2841 -2.9199 -2.5813
H35 5.6931 -2.3263 -2.9099
H36 6.3543 0.0075 -3.4084
H37 4.5936 1.8191 -3.7657
C18 -3.3732 0.2010 5.3692
C19 -3.5817 -0.7029 4.3177
C20 -2.9569 -0.4990 3.0781
C21 -2.1184 0.6003 2.8842
C22 -1.9584 1.5338 3.9102
C23 -2.5679 1.3248 5.1536
Sb1 -1.0845 0.8573 0.8993
C24 -2.9468 1.0071 -0.2778
C25 -2.8573 0.9764 -1.6747
C26 -4.0166 0.8381 -2.4496
C27 -5.2665 0.7736 -1.8327
C28 -5.3589 0.9074 -0.4374
C29 -4.1985 1.0592 0.3327
C30 -0.6935 3.0694 0.9951
C31 -1.1075 3.8597 -0.0798
C32 -0.7832 5.2245 -0.1110
C33 -0.0629 5.8103 0.9341
C34 0.3164 5.0249 2.0308
C35 -0.0082 3.6590 2.0567
H38 -3.8470 0.0373 6.3364
H39 -4.2234 -1.5717 4.4566
H40 -3.1588 -1.2003 2.2608
H41 -1.3722 2.4383 3.7510
H42 -2.4068 2.0455 5.9555
H43 -1.8791 1.0280 -2.1671
H44 -3.9353 0.7760 -3.5377
H45 -6.1673 0.6334 -2.4299
H46 -6.3326 0.8939 0.0524
H47 -4.2874 1.2027 1.4121
H48 -1.6806 3.4242 -0.8982
H49 -1.1035 5.8353 -0.9588
H50 0.2011 6.8703 0.9050
H51 0.8629 5.4615 2.8626
H52 0.2905 3.0769 2.9350

For the HOMO-LUMO gap (alpha / beta), the calculation gives 6.1 / 4.0 eV. Its HOMO energy (alpha / beta) is -17.73 / -18.72 eV. As for the expectation value of S²: 3.817. Its spin multiplicity is 4. The total charge is +4.

Atomic partial charges in e from the Löwdin method, atoms 1 to 2: 0.254 0.648



The following is a DFT calculation (ωB97M-V/def2-TZVPD) of a molecular structure, C35H53GaNOP3.

CARTESIAN COORDINATES (ANGSTROEM)
Ga1 0.1685 0.0831 -0.0471
P1 -1.0330 2.0807 -0.7481
P2 1.3467 -2.0087 0.1919
N1 0.7285 -0.0265 -2.0068
C1 -0.4725 2.0953 -2.4992
H1 -1.2694 2.4956 -3.1417
H2 0.4030 2.7578 -2.5670
C2 -0.0800 0.6873 -2.9753
H3 -0.9995 0.1215 -3.2561
H4 0.5125 0.7888 -3.9072
C3 1.0771 -1.3380 -2.5169
H5 1.6482 -1.1989 -3.4577
H6 0.1752 -1.9354 -2.7909
C4 1.9482 -2.1470 -1.5421
H7 2.9768 -1.7570 -1.5693
H8 1.9622 -3.2026 -1.8487
C5 0.3884 -3.5723 0.4106
C6 -0.5303 -3.4892 1.6278
H9 -1.2177 -4.3475 1.6112
H10 -1.1379 -2.5766 1.6144
H11 0.0343 -3.5271 2.5698
C7 2.8543 -1.9879 1.2751
C8 2.5220 -2.1595 2.7623
H12 3.3982 -1.8570 3.3563
H13 2.2851 -3.2031 3.0210
H14 1.6847 -1.5257 3.0824
C9 -0.4336 3.6353 0.0650
C10 -1.1194 3.8892 1.4128
H15 -0.4723 4.5406 2.0173
H16 -1.2600 2.9670 1.9915
H17 -2.0902 4.3954 1.3004
C11 -2.8723 2.1365 -0.8808
C12 -3.5027 1.7340 0.4493
H18 -4.5856 1.6044 0.3156
H19 -3.3359 2.4830 1.2354
H20 -3.1010 0.7787 0.8015
C13 -1.6803 -0.9947 -0.2654
O1 -2.5080 -1.5819 -0.8277
C14 3.9554 -2.9563 0.8433
H21 3.6818 -3.9993 1.0423
H22 4.2174 -2.8530 -0.2155
H23 4.8532 -2.7303 1.4343
C15 -0.4851 4.8719 -0.8343
H24 0.0923 5.6678 -0.3464
H25 -0.0449 4.6979 -1.8223
H26 -1.5107 5.2371 -0.9637
C16 -3.4377 3.4543 -1.4113
H27 -4.5031 3.3002 -1.6287
H28 -3.3746 4.2609 -0.6703
H29 -2.9579 3.7775 -2.3428
C17 1.2417 -4.8403 0.4316
H30 1.8104 -4.9407 1.3641
H31 0.5661 -5.7040 0.3704
H32 1.9278 -4.9046 -0.4210
H33 -0.2447 -3.6038 -0.4927
H34 -3.0937 1.3437 -1.6167
H35 3.2228 -0.9559 1.1219
H36 0.6239 3.3888 0.2677
H37 2.2817 1.4067 -0.5484
H38 2.1674 1.5124 0.2053
C18 0.0970 -2.5204 7.1465
C19 -0.7179 -2.9609 6.0977
C20 -0.8582 -2.1840 4.9508
C21 -0.1506 -0.9666 4.8101
C22 0.7473 -0.5889 5.8293
C23 0.8304 -1.3394 7.0043
P3 -0.4709 0.0496 3.3110
C24 -2.2771 0.2652 3.5360
C25 -3.0673 -0.6117 2.7656
C26 -4.3961 -0.8583 3.1067
C27 -4.9607 -0.1788 4.1870
C28 -4.2165 0.7744 4.8867
C29 -2.8736 1.0006 4.5763
C30 0.5333 1.5479 3.5833
C31 0.1694 2.6704 4.3480
C32 1.1541 3.5844 4.7420
C33 2.4771 3.4269 4.3239
C34 2.8147 2.3951 3.4437
C35 1.8373 1.4957 3.0295
H39 0.1612 -3.0986 8.0677
H40 -1.2599 -3.9065 6.1810
H41 -1.5432 -2.5097 4.1683
H42 1.3572 0.3054 5.7131
H43 1.4700 -0.9899 7.8177
H44 -2.6172 -1.0987 1.8941
H45 -4.9728 -1.5916 2.5439
H46 -5.9896 -0.3973 4.4808
H47 -4.6793 1.3298 5.7043
H48 -2.2892 1.7103 5.1592
H49 -0.8705 2.8350 4.6332
H50 0.8759 4.4228 5.3888
H51 3.2464 4.1173 4.6662
H52 3.8356 2.2804 3.0836
H53 2.0737 0.7271 2.2835

For the HOMO-LUMO gap, the calculation gives 6.4 eV. Its HOMO energy is -13.17 eV. The total charge is +2.

Atomic partial charges in e from the Löwdin method, atoms 1 to 2: 0.311 1.040



| no. | electronic energy (hartree) |
| --- | --- |
| 1 | -2875.8766 |
| 2 | -3106.5408 |
| 3 | -4443.7439 |